Entry 1:
{
  "formula": "C3H14N2O",
  "method": "the ωB97M-V functional and the def2-TZVPD basis",
  "elements": ["C", "C", "C", "N", "N", "H", "H", "H", "H", "H", "H", "H", "H", "H", "H", "H", "H", "H", "H", "O"],
  "xyz": [[-0.76, -0.15, 1.42], [0.13, -0.86, 0.40], [1.60, -0.46, 0.60], [2.29, 0.25, -0.50], [-2.22, -0.19, 0.99], [-0.55, 0.92, 1.47], [-0.72, -0.54, 2.44], [-0.32, -0.62, -0.58], [0.06, -1.94, 0.56], [1.65, 0.02, 1.58], [2.26, -1.31, 0.78], [3.24, 0.55, -0.27], [2.21, -0.31, -1.35], [1.76, 1.08, -0.79], [-2.78, 0.37, 1.64], [-2.54, -1.15, 1.02], [-2.42, 0.24, 0.08], [-0.46, 0.68, -3.13], [-1.52, 1.64, -2.47], [-0.76, 1.07, -2.33]],
  "molar_mass_g_mol": 94.16,
  "homo_energy_ev": -19.1,
  "total_charge": 2
}

***

Entry 2:
{
  "formula": "C3H14N2O2",
  "method": "the ωB97M-V functional and the def2-TZVPD basis",
  "elements": ["N", "C", "C", "C", "N", "H", "H", "H", "H", "H", "H", "H", "H", "H", "H", "O", "H", "H", "O", "H", "H"],
  "xyz": [[-1.20, 1.67, 0.00], [-0.74, 0.72, -1.08], [0.53, 0.02, -0.61], [1.36, -0.64, -1.70], [2.58, -1.19, -1.11], [-0.33, 1.96, 0.44], [-1.49, 2.52, -0.46], [-1.56, 0.08, -1.41], [-0.48, 1.26, -2.01], [0.25, -0.72, 0.15], [1.09, 0.83, -0.13], [0.73, -1.33, -2.24], [1.66, 0.09, -2.47], [2.97, -1.94, -1.68], [2.40, -1.62, -0.22], [-2.20, 0.33, 2.12], [-2.24, 0.90, 1.33], [-2.84, -0.40, 2.06], [0.22, -0.77, 3.04], [-0.34, -1.35, 3.60], [-0.39, -0.43, 2.37]],
  "molar_mass_g_mol": 110.16,
  "homo_energy_ev": -9.4,
  "smiles": "NCCCN.O.O"
}

***

Entry 3:
{
  "formula": "C3H14N2O2",
  "method": "the ωB97M-V functional and the def2-TZVPD basis",
  "elements": ["N", "C", "C", "C", "N", "H", "H", "H", "H", "H", "H", "H", "H", "H", "H", "H", "H", "O", "H", "H", "O"],
  "xyz": [[-0.90, 0.64, -2.38], [0.02, 0.41, -1.16], [0.32, 1.53, -0.10], [0.46, 0.55, 1.21], [-0.81, 0.35, 1.87], [-0.25, 0.53, -3.19], [-1.06, 1.68, -2.51], [-0.53, -0.44, -0.72], [0.96, -0.02, -1.46], [-0.64, 2.12, -0.04], [1.19, 2.14, -0.26], [1.05, -0.45, 1.00], [1.15, 1.03, 1.85], [-0.69, 0.28, 2.85], [-1.44, -0.41, 1.26], [-1.87, -0.95, -1.22], [-2.65, -2.18, -0.82], [-1.69, -1.80, -0.75], [2.39, -1.59, 0.76], [2.81, -1.51, 2.16], [2.17, -1.91, 1.64]],
  "molar_mass_g_mol": 110.16,
  "homo_energy_ev": [-13.8, -13.8],
  "total_charge": 1,
  "multiplicity": 2,
  "s_squared": 0.755
}

***

Entry 4:
{
  "formula": "C3H14N2O3",
  "method": "the ωB97M-V functional and the def2-TZVPD basis",
  "elements": ["C", "C", "N", "C", "N", "H", "H", "H", "H", "H", "H", "H", "H", "H", "H", "O", "H", "H", "O", "H", "H", "O"],
  "xyz": [[-1.70, 0.78, 0.06], [-1.37, -0.09, -1.12], [-1.40, -1.48, -0.84], [1.87, 0.24, 0.10], [1.95, 0.03, -1.13], [-2.72, 0.74, 0.46], [-0.91, 0.66, 0.82], [-1.51, 1.79, -0.31], [-0.36, 0.28, -1.43], [-2.07, 0.17, -1.93], [-0.71, -1.80, -0.11], [1.72, 1.20, 0.60], [1.83, -0.69, 0.74], [-1.24, -1.97, -1.72], [0.25, 0.24, 3.54], [0.06, -1.83, 1.33], [0.47, -0.54, 2.13], [-0.28, -2.26, 2.13], [0.64, 0.27, 2.67], [0.58, 2.46, -2.24], [1.38, 0.80, -1.63], [0.03, 1.84, -1.74]],
  "molar_mass_g_mol": 126.16,
  "homo_energy_ev": -9.3
}

***

Entry 5:
{
  "formula": "C3H14N2O3",
  "method": "the ωB97M-V functional and the def2-TZVPD basis",
  "elements": ["N", "C", "N", "C", "C", "O", "H", "H", "H", "H", "H", "H", "H", "H", "H", "H", "O", "H", "H", "O", "H", "H"],
  "xyz": [[0.08, -1.49, -3.28], [0.43, -0.80, -2.03], [-0.45, -1.06, -0.93], [-1.27, 0.03, -0.44], [-2.35, -0.41, 0.52], [-1.81, -0.70, 1.81], [-0.87, -1.26, -3.53], [0.25, -2.47, -3.31], [1.43, -1.17, -1.79], [0.45, 0.25, -2.29], [-0.12, -1.68, -0.20], [-0.68, 0.77, 0.11], [-1.65, 0.60, -1.29], [-3.04, 0.42, 0.68], [-2.86, -1.31, 0.15], [-1.39, -1.57, 1.80], [1.89, 2.20, 3.45], [2.00, 1.24, 3.37], [2.31, 2.50, 4.26], [2.29, 1.84, 0.71], [2.12, 2.30, 1.55], [3.25, 1.77, 0.66]],
  "molar_mass_g_mol": 126.16,
  "homo_energy_ev": -8.3,
  "smiles": "NCNCCO.O.O"
}

***

Entry 6:
{
  "formula": "C3H14N2O3",
  "method": "the ωB97M-V functional and the def2-TZVPD basis",
  "elements": ["C", "C", "N", "C", "N", "H", "H", "H", "H", "H", "H", "H", "H", "O", "H", "H", "O", "H", "H", "O", "H", "H"],
  "xyz": [[2.17, 1.32, -1.17], [1.13, 0.50, -0.58], [0.66, 0.84, 0.70], [0.58, -0.59, -1.24], [-0.47, -1.44, -0.66], [3.03, 1.29, -0.48], [2.53, 0.99, -2.19], [1.78, 2.34, -1.28], [0.87, 1.67, 1.18], [-0.39, 0.77, 0.66], [0.84, -0.82, -2.26], [-0.26, -1.63, 0.32], [-0.49, -2.32, -1.17], [-2.66, -0.11, -1.06], [-2.99, -0.98, -0.79], [-1.66, -0.22, -0.85], [0.69, -1.71, 2.15], [1.22, -2.07, 2.88], [0.89, -0.74, 1.97], [-2.18, 1.18, 1.30], [-2.69, 0.97, 0.50], [-2.59, 0.75, 2.07]],
  "molar_mass_g_mol": 126.16,
  "homo_energy_ev": -7.6,
  "smiles": "C/C(N)=C/N.O.O.O"
}

***

Number 1: E -306.8306 Ha. Number 2: E -382.6751 Ha. Number 3: E -382.2821 Ha. Number 4: E -457.5957 Ha. Number 5: E -457.8979 Ha. Number 6: E -457.9110 Ha.